# 1
This record from OMol25 describes C5H10N2S as an isolated structure in a non-equilibrium geometry. The level of theory is wB97M-V/def2-TZVPD.

Values from the calculation:
E_LUMO: 0.59 eV
net charge: 0
energy: -704.11140 a.u.
energy above the lowest of the compared OMol25 structures with the same formula, charge and spin: 70.5 kcal/mol

CARTESIAN COORDINATES (ANGSTROEM)
1 C -1.965 -0.421 -0.134
2 C 1.801 0.157 -0.236
3 C 0.411 -2.007 0.299
4 C -0.692 0.268 0.091
5 C 0.557 -0.511 0.290
6 N -3.085 -0.623 -0.264
7 N -0.635 1.494 -0.745
8 S -0.094 0.146 1.773
9 H 2.217 0.030 -1.320
10 H 2.649 -0.219 0.451
11 H 1.735 1.315 -0.090
12 H 1.311 -2.451 0.752
13 H 0.346 -2.458 -0.742
14 H -0.510 -2.247 0.795
15 H -1.713 2.046 1.515
16 H -1.409 2.105 -0.923
17 H -0.523 1.204 -1.676
18 H -1.566 2.805 1.630

***

# 2
This record from OMol25 describes a 2-piece molecular cluster, C10H16 overall in a non-equilibrium geometry. The level of theory is wB97M-V/def2-TZVPD.

Values from the calculation:
E_LUMO: 0.96 eV
net charge: 0
energy: -390.53529 a.u.
SMILES: Cc1ccccc1.CCC
energy above the lowest of the compared OMol25 structures with the same formula, charge and spin: 63.1 kcal/mol

CARTESIAN COORDINATES (ANGSTROEM)
1 C -2.677 -0.138 1.307
2 C -2.929 -0.245 -0.183
3 C -1.393 -0.945 1.775
4 H -2.599 0.878 1.489
5 H -3.657 -0.347 1.724
6 H -2.923 -1.310 -0.352
7 H -0.881 -0.464 2.632
8 H -2.263 0.300 -0.863
9 H -3.966 0.089 -0.281
10 H -1.692 -1.989 1.808
11 H -0.718 -1.227 0.841
12 C 0.485 1.723 -1.833
13 C 2.372 0.214 1.039
14 C 1.862 1.169 0.132
15 C 2.766 -1.006 0.473
16 C 1.616 1.010 -1.142
17 C 2.486 -1.279 -0.870
18 C 1.976 -0.271 -1.696
19 H 2.537 0.635 2.082
20 H 1.440 2.104 0.673
21 H 3.270 -1.965 0.965
22 H 2.771 -2.235 -1.366
23 H -0.433 1.570 -1.141
24 H 0.117 1.353 -2.847
25 H 1.612 -0.395 -2.695
26 H 0.819 2.769 -1.672

***

# 3
This record from OMol25 describes C24H34AsIInN6S as an isolated structure in a non-equilibrium geometry. The level of theory is wB97M-V/def2-TZVPD.

Values from the calculation:
E_LUMO: -9.11 eV
net charge: +3
energy: -4384.34611 a.u.
energy above the lowest of the compared OMol25 structures with the same formula, charge and spin: 0.0 kcal/mol

CARTESIAN COORDINATES (ANGSTROEM)
1 In 0.524 0.875 0.267
2 S -3.556 -0.553 -6.007
3 N -3.005 0.849 -5.446
4 C -2.334 0.597 -4.328
5 C -1.669 1.542 -3.462
6 C -1.351 2.911 -3.805
7 C -0.689 3.682 -2.907
8 C -0.279 3.183 -1.680
9 N -0.535 1.908 -1.340
10 C -1.184 1.091 -2.247
11 C -1.073 -0.325 -1.934
12 N -0.422 -0.736 -0.804
13 C -0.120 -2.020 -0.715
14 C -0.446 -2.952 -1.675
15 C -1.166 -2.589 -2.766
16 C -1.489 -1.274 -2.979
17 C -2.266 -0.761 -4.031
18 N -2.933 -1.539 -4.904
19 H -1.693 3.442 -4.658
20 H -0.624 4.760 -3.177
21 H 0.150 3.841 -0.853
22 H 0.335 -2.409 0.247
23 H -0.291 -4.025 -1.467
24 H -1.574 -3.362 -3.362
25 C -3.782 0.967 3.220
26 C -2.642 1.287 2.158
27 N -1.589 0.295 2.181
28 C -2.172 -1.008 1.777
29 C -3.455 -1.348 2.481
30 N -3.506 -0.491 3.700
31 C -2.146 -0.641 4.398
32 C -1.071 0.014 3.489
33 H -4.755 0.944 2.760
34 H -3.836 1.532 4.169
35 H -2.230 2.316 2.385
36 H -3.009 1.423 1.170
37 H -1.409 -1.793 1.939
38 H -2.437 -0.998 0.677
39 H -3.468 -2.411 2.703
40 H -4.310 -0.990 1.893
41 H -4.196 -0.828 4.406
42 H -1.905 -1.757 4.501
43 H -2.334 -0.057 5.289
44 H -0.251 -0.750 3.349
45 H -0.787 1.018 3.898
46 C 2.750 -1.642 2.333
47 C 3.325 -1.669 0.917
48 As 2.997 -0.011 -0.078
49 C 3.737 -0.388 -1.816
50 C 2.775 0.036 -2.940
51 C 4.118 1.320 0.771
52 C 5.552 0.821 0.698
53 H 2.847 -2.599 2.822
54 H 1.711 -1.372 2.441
55 H 3.148 -0.913 3.023
56 H 2.991 -2.501 0.218
57 H 4.397 -1.733 0.967
58 H 4.092 -1.440 -2.038
59 H 4.616 0.258 -1.927
60 H 1.714 -0.263 -2.819
61 H 3.093 -0.527 -3.840
62 H 2.872 1.036 -3.277
63 H 3.815 1.565 1.785
64 H 3.835 2.133 0.114
65 H 5.554 -0.121 1.268
66 H 6.250 1.472 1.233
67 H 5.989 0.851 -0.367
68 I 0.805 2.829 2.002

***

# 4
This record from OMol25 describes a 2-piece molecular cluster, C2H3FS2 overall in a non-equilibrium geometry. The level of theory is wB97M-V/def2-TZVPD.

Values from the calculation:
E_LUMO: -1.10 eV
net charge: 0
energy: -974.09204 a.u.
energy above the lowest of the compared OMol25 structures with the same formula, charge and spin: 79.8 kcal/mol

CARTESIAN COORDINATES (ANGSTROEM)
1 C 0.197 1.615 0.136
2 C -0.942 1.344 -0.031
3 F 1.146 -2.541 -1.086
4 S -1.238 -1.599 0.580
5 S 0.711 -1.543 0.369
6 H 1.060 2.301 0.137
7 H 0.863 -0.389 -0.363
8 H -1.797 0.812 0.258

***

# 5
This record from OMol25 describes C6H16B3CdNO4 as an isolated structure in a non-equilibrium geometry. The level of theory is wB97M-V/def2-TZVPD.

Values from the calculation:
E_LUMO: -12.30 eV
net charge: +2
energy: -835.71008 a.u.

CARTESIAN COORDINATES (ANGSTROEM)
1 C -1.874 2.998 -1.657
2 C -2.067 1.586 -1.132
3 C -1.781 1.426 0.316
4 O -0.336 1.539 0.580
5 C 0.012 1.157 1.844
6 B 0.803 -0.222 1.867
7 O 2.200 -0.176 1.782
8 B 2.744 -1.524 1.938
9 O 2.207 -2.454 1.166
10 B 0.857 -2.242 0.960
11 C 0.048 -2.719 -0.262
12 C 0.353 -1.773 -1.432
13 N 1.782 -1.677 -1.697
14 O 0.239 -1.413 1.961
15 H -0.948 3.454 -1.335
16 H -2.699 3.621 -1.346
17 H -1.891 2.980 -2.733
18 H -3.109 1.325 -1.253
19 H -1.523 0.872 -1.732
20 H -2.294 2.180 0.900
21 H -2.095 0.441 0.628
22 H 0.763 1.984 2.285
23 H -0.831 1.123 2.523
24 H 3.546 -1.790 2.759
25 H 0.337 -3.721 -0.554
26 H -1.009 -2.695 -0.045
27 H 0.033 -0.769 -1.151
28 H -0.227 -2.058 -2.303
29 H 1.966 -0.945 -2.367
30 H 2.138 -2.549 -2.067
31 Cd 2.657 2.041 1.560

***

# 6
This record from OMol25 describes one molecule with the formula C3H3Br2F in a non-equilibrium geometry. The level of theory is wB97M-V/def2-TZVPD.

Values from the calculation:
E_LUMO: -0.41 eV
net charge: 0
energy: -5363.92676 a.u.
SMILES: C=C(Br)[C@H](F)Br
energy above the lowest of the compared OMol25 structures with the same formula, charge and spin: 20.8 kcal/mol

CARTESIAN COORDINATES (ANGSTROEM)
1 C -0.675 0.373 -0.471
2 C 0.762 -0.077 -0.371
3 C 1.586 0.200 0.817
4 F 0.781 0.309 1.924
5 Br 1.901 -0.743 -1.812
6 Br 2.640 1.869 0.815
7 H -1.079 0.147 -1.405
8 H -0.916 0.770 0.425
9 H 2.250 -0.523 1.079

***

Values for highest occupied orbital energy, eV, ordered as above
-9.470, -8.951, -16.997, -9.520, -15.540, -9.681